87
Properties=species:S:1:pos:R:3 method="wB97M-V/def2-TZVPD" multiplicity=5 s_squared=6.03 de_lowest_kcal_mol=0.00 charge=+2 orbital_gap_ev="4.43 / 3.54"
P 1.35 1.26 -2.90
C 3.03 1.44 -3.65
C 3.45 0.79 -4.82
H 2.78 0.10 -5.34
C 4.73 1.04 -5.34
H 5.04 0.53 -6.26
C 5.59 1.92 -4.68
H 6.58 2.11 -5.09
C 5.18 2.55 -3.50
H 5.85 3.24 -2.98
C 3.91 2.31 -2.98
H 3.58 2.80 -2.06
C 0.68 -0.12 -3.92
C 1.01 -1.43 -3.49
H 1.60 -1.55 -2.58
C 0.59 -2.53 -4.24
H 0.87 -3.53 -3.90
C -0.15 -2.35 -5.41
H -0.47 -3.21 -5.99
C -0.49 -1.06 -5.83
H -1.08 -0.91 -6.74
C -0.08 0.06 -5.09
H -0.34 1.06 -5.43
C 0.50 2.70 -3.68
C 1.04 3.47 -4.72
H 2.04 3.26 -5.11
C 0.29 4.51 -5.29
H 0.72 5.09 -6.10
C -0.99 4.78 -4.81
H -1.58 5.58 -5.26
C -1.53 4.03 -3.75
H -2.53 4.25 -3.37
C -0.78 3.01 -3.18
H -1.19 2.43 -2.34
Os 0.18 -0.32 2.67
C -1.64 -1.26 2.40
C -2.12 -1.48 1.16
H -2.21 -1.56 3.30
C -1.25 -0.99 0.02
O -1.97 0.01 -0.72
H -1.36 0.52 -1.30
C -0.03 -0.41 0.63
H -0.98 -1.84 -0.62
C 0.92 0.39 0.91
Cl -0.23 -1.08 5.01
Cl 2.28 0.62 3.56
P 1.45 -2.35 2.87
C 2.32 -2.75 4.43
H 1.59 -2.95 5.21
H 2.92 -1.88 4.72
H 2.98 -3.62 4.29
C 0.47 -3.86 2.53
H -0.04 -3.75 1.57
H -0.28 -3.98 3.32
H 1.12 -4.74 2.50
C 2.80 -2.36 1.64
H 3.46 -1.51 1.84
H 2.38 -2.26 0.64
H 3.37 -3.30 1.72
P -3.77 -2.19 0.83
C -4.35 -3.06 2.27
C -3.61 -3.30 -0.57
H -4.45 -2.36 3.11
H -3.65 -3.86 2.53
H -5.34 -3.50 2.04
H -3.19 -2.76 -1.43
H -4.60 -3.69 -0.83
H -2.95 -4.14 -0.31
C -4.82 -0.79 0.46
H -4.97 -0.22 1.38
H -5.78 -1.14 0.07
H -4.30 -0.16 -0.28
H 1.71 1.04 0.58
C 0.63 2.72 6.63
N 0.14 2.54 5.27
C -0.99 1.97 4.86
S -1.18 1.65 3.17
N -2.03 1.69 5.65
C -2.03 1.63 7.10
H 0.78 1.75 7.15
H -0.05 3.36 7.21
H 1.60 3.22 6.57
H 0.83 2.64 4.52
H -2.80 1.24 5.15
H -3.02 1.25 7.42
H -1.26 0.93 7.49
H -1.89 2.62 7.53